Record 1
The following is a DFT calculation (ωB97M-V/def2-TZVPD) of a gas-phase ion, C18H28BO2 (charge +1) in a non-equilibrium geometry.

```
49
Properties=species:S:1:pos:R:3:forces:R:3:nbo_charge:R:1
C -5.088380 1.448286 -1.070702 -0.03 0.24 -0.17 -0.639
C -4.237754 0.598511 -0.112475 -0.87 -0.07 -0.88 0.242
C -4.826137 0.688227 1.272656 -0.02 -0.19 0.24 -0.630
C -4.027768 -0.865889 -0.676471 -0.62 -0.41 0.75 0.241
C -3.810967 -1.893579 0.447443 0.12 -0.13 0.01 -0.635
C -5.120572 -1.385214 -1.588864 -0.33 0.06 -0.11 -0.632
O -2.787477 -0.780229 -1.403330 0.77 0.74 0.25 -0.691
B -2.116510 0.281913 -0.848358 -1.45 -0.54 0.68 1.136
C -0.573405 0.451762 -1.007497 2.15 -0.75 -0.08 -0.851
C 0.310902 0.328874 0.206482 0.10 2.20 0.10 0.281
C 1.554568 -0.301705 0.462900 0.17 -1.38 -0.87 -0.596
O -2.891637 1.119114 -0.084086 0.92 -0.36 -0.32 -0.700
H -6.143748 1.127026 -1.025811 0.47 0.06 -0.07 0.227
H -5.068370 2.509480 -0.772687 0.13 -0.41 -0.04 0.230
H -4.745847 1.374653 -2.119200 -0.09 0.05 0.49 0.217
H -5.844528 0.287842 1.275376 0.13 0.01 0.03 0.226
H -4.223959 0.128822 1.987255 -0.08 0.07 0.08 0.217
H -4.873597 1.730158 1.595196 0.03 -0.06 -0.08 0.232
H -4.754755 -2.076676 0.985403 0.41 0.07 -0.12 0.229
H -3.477843 -2.845160 0.000128 -0.14 0.38 0.16 0.230
H -3.039684 -1.565307 1.169270 -0.34 -0.11 -0.29 0.201
H -6.048923 -1.504907 -1.011062 0.21 0.04 -0.19 0.223
H -5.325095 -0.712238 -2.426241 0.10 -0.18 0.13 0.226
H -4.846352 -2.369408 -1.989637 0.00 0.26 0.14 0.232
H -0.212440 -0.231120 -1.780825 0.00 0.26 -0.14 0.266
H -0.536389 1.492834 -1.386157 0.46 -0.04 0.33 0.326
H -0.098951 0.902990 1.037527 -0.16 -0.42 0.36 0.209
H 1.233769 -0.860095 1.427825 0.36 0.11 -1.43 0.354
H 2.014084 -0.745721 -0.432480 -1.26 -0.93 0.14 0.277
C 3.540618 -1.895989 1.248832 -1.16 0.04 -0.11 -0.659
C 3.222654 -0.374683 1.090419 3.18 0.49 1.12 0.188
C 3.178686 0.329237 2.443043 -0.56 0.12 -0.07 -0.654
C 4.339932 0.254449 0.201252 -0.64 0.20 -0.81 -0.129
C 4.641406 1.619016 0.309231 -0.44 0.47 0.11 -0.183
C 5.480837 2.275968 -0.595352 0.01 -0.34 0.20 -0.203
C 6.082617 1.545001 -1.624783 -0.03 0.00 0.43 -0.172
C 5.913075 0.161671 -1.687852 -0.18 -0.11 0.40 -0.223
C 5.069244 -0.476756 -0.767886 -0.56 0.05 -0.12 -0.135
H 3.199718 -2.455554 0.375478 0.08 -0.02 -0.03 0.227
H 4.598426 -2.174107 1.406560 -0.44 0.81 -0.06 0.265
H 2.975553 -2.281964 2.099094 -0.01 -0.06 0.01 0.220
H 2.614323 1.245050 2.305677 0.06 0.30 0.32 0.218
H 2.631255 -0.295367 3.139714 -0.15 -0.07 0.27 0.216
H 4.145701 0.579623 2.890867 -0.05 -0.27 -0.38 0.255
H 4.186320 2.200553 1.121024 0.15 -0.15 -0.50 0.215
H 5.669492 3.350647 -0.474307 -0.09 -0.56 -0.13 0.234
H 6.727733 2.049767 -2.330963 -0.03 -0.03 -0.06 0.231
H 6.437473 -0.430669 -2.447867 -0.26 0.29 0.39 0.234
H 4.952697 -1.559140 -0.833766 -0.02 0.30 -0.08 0.209
```
Forces are in eV/Å.

Summary:
**Charge**: +1
**HOMO level**: -12.35 eV
**DFT total energy**: -23884.8762 eV
**Gap between HOMO and LUMO**: 6.9474 eV

***

Record 2
The following is a DFT calculation (ωB97M-V/def2-TZVPD) of a molecular structure, C18H28BO8Y.

```
56
Properties=species:S:1:pos:R:3:forces:R:3:nbo_charge:R:1
Y -0.102241 0.510330 0.625836 -0.06 -0.05 0.34 1.975
C -3.435166 0.555471 0.656625 0.04 -0.03 0.06 -0.082
C -2.961546 -0.853955 0.909675 -0.01 0.09 -0.08 -0.102
O -1.785419 -0.737751 1.750609 -0.06 0.11 -0.12 -0.615
C -1.364657 -1.983433 2.325060 0.05 -0.13 0.06 -0.087
C -0.093691 -1.701757 3.082542 0.02 -0.06 -0.01 -0.080
O 0.786392 -1.015963 2.164173 0.02 -0.05 0.03 -0.623
C 2.172649 -0.957253 2.558353 0.06 0.00 -0.04 -0.079
C 2.958280 -0.569259 1.327774 -0.07 -0.01 0.05 -0.083
O 2.263120 0.549807 0.740769 0.05 -0.04 0.02 -0.627
C 3.042264 1.356844 -0.167601 -0.01 0.02 0.01 -0.093
C 2.058338 1.962843 -1.145480 -0.07 0.01 0.00 -0.098
O 0.874905 2.390378 -0.422341 0.11 0.05 -0.15 -0.621
C 0.897159 3.696069 0.187344 0.02 0.05 -0.10 -0.098
C 0.524320 3.530482 1.642763 -0.04 0.05 0.09 -0.087
O -0.605348 2.648230 1.768818 0.04 0.05 -0.04 -0.608
C -1.908344 3.228975 1.542085 -0.01 0.00 0.06 -0.099
C -2.439276 2.734270 0.216260 -0.09 -0.04 -0.11 -0.093
O -2.301121 1.300336 0.159972 0.02 0.06 0.03 -0.610
H -3.786479 1.013737 1.583786 0.00 0.00 -0.01 0.201
H -4.232595 0.571112 -0.086567 0.00 -0.02 -0.01 0.233
H -2.683030 -1.365289 -0.015933 -0.03 -0.01 0.00 0.245
H -3.730844 -1.424340 1.431273 -0.01 0.02 0.01 0.229
H -1.197361 -2.710043 1.525616 0.01 0.01 0.00 0.221
H -2.135329 -2.353951 3.003308 0.01 -0.02 0.00 0.227
H 0.368040 -2.637183 3.400348 0.00 0.00 0.00 0.228
H -0.268457 -1.068825 3.955000 0.00 0.02 -0.01 0.210
H 2.494092 -1.935609 2.917077 0.00 0.00 0.00 0.228
H 2.284581 -0.223442 3.359445 0.00 0.00 0.00 0.206
H 2.993373 -1.380655 0.598427 -0.01 0.01 -0.02 0.224
H 3.972323 -0.276140 1.601619 0.00 -0.01 0.03 0.227
H 3.754194 0.732088 -0.708706 0.00 0.00 0.01 0.234
H 3.586413 2.101431 0.417715 0.00 0.00 -0.01 0.205
H 1.708349 1.205481 -1.848047 0.02 0.02 -0.02 0.256
H 2.489440 2.799486 -1.693564 -0.01 -0.01 -0.02 0.231
H 0.188312 4.327178 -0.350862 0.01 0.00 0.00 0.213
H 1.887865 4.143941 0.100040 0.00 -0.01 -0.01 0.225
H 0.307197 4.491896 2.109339 0.02 0.00 0.01 0.230
H 1.332823 3.053712 2.198637 0.00 0.00 0.00 0.213
H -1.849485 4.318075 1.554174 0.01 0.00 0.01 0.224
H -2.537437 2.909750 2.372800 0.00 0.01 0.00 0.219
H -1.859357 3.125463 -0.619415 -0.01 -0.02 -0.01 0.217
H -3.481244 3.022089 0.069862 0.00 -0.02 0.01 0.233
O -1.045949 -1.980099 -1.713280 -0.09 -0.03 0.03 -0.666
B -0.076693 -1.037171 -1.370600 0.09 0.00 -0.13 0.273
O 1.017776 -1.162472 -2.238037 0.02 0.00 0.02 -0.687
C 0.704887 -2.193934 -3.114427 0.00 0.09 0.02 0.265
C 1.451489 -2.699895 -4.153697 0.00 -0.02 -0.03 -0.250
C 0.876268 -3.743571 -4.873100 0.00 0.00 0.01 -0.200
C -0.385092 -4.240488 -4.552766 0.01 0.01 -0.01 -0.198
C -1.127767 -3.714384 -3.500297 0.00 0.00 0.03 -0.225
C -0.544472 -2.683904 -2.797708 -0.02 -0.07 -0.04 0.189
H 2.428230 -2.308145 -4.400924 0.00 0.01 0.01 0.230
H 1.421688 -4.176299 -5.700161 0.00 -0.01 0.00 0.233
H -0.797917 -5.051619 -5.136161 0.00 0.00 0.00 0.233
H -2.108447 -4.092646 -3.247455 0.00 0.00 0.00 0.233
```
Forces are in eV/Å.

Summary:
**Energy above the lowest of the compared OMol25 structures with the same formula, charge and spin**: 0.0164 eV
**Charge**: +2
**HOMO level**: -12.98 eV
**DFT total energy**: -37208.4163 eV
**Gap between HOMO and LUMO**: 7.9201 eV

***

Record 3
The following is a DFT calculation (ωB97M-V/def2-TZVPD) of a molecular structure, C18H28Br2O12 in a non-equilibrium geometry.

```
60
Properties=species:S:1:pos:R:3:forces:R:3:nbo_charge:R:1
Br -0.093277 3.169216 1.443016 0.17 -0.45 0.20 -0.066
C 0.521379 1.283645 1.436446 0.67 0.30 -1.27 -0.402
C 1.046652 0.925920 0.041999 -2.12 2.68 3.66 -0.571
Br -0.537378 0.857495 -1.195014 7.65 -0.01 12.11 0.235
H -0.356445 0.684032 1.677273 1.64 2.44 -0.11 0.200
H 1.360368 1.193413 2.126407 -0.42 0.11 0.52 0.212
H 1.589999 -0.016219 -0.030424 -1.81 1.60 2.25 0.217
H 1.810067 1.645329 -0.254237 -1.73 0.68 1.29 0.246
C -1.662418 0.241532 3.203257 -1.79 0.38 0.27 -0.642
C -2.608913 -0.912192 3.592110 0.93 0.74 -0.93 0.071
C -3.699204 -1.193498 2.533424 1.60 -0.24 1.51 -0.093
O -3.703789 -2.693541 2.538354 -1.31 1.94 -0.59 -0.490
C -2.561668 -3.153021 3.063389 0.65 -2.22 0.54 0.974
O -2.225523 -4.333607 3.090827 -0.79 3.26 -0.12 -0.570
O -1.833448 -2.118178 3.543687 -0.73 -0.78 2.02 -0.513
H -0.865085 0.399003 3.929584 0.13 -0.23 -0.20 0.229
H -2.160319 1.200697 3.061163 -0.52 0.08 0.58 0.224
H -1.313690 0.025661 2.193359 -1.96 0.47 2.39 0.215
H -2.988071 -0.742871 4.599921 -0.21 -0.40 0.02 0.193
H -3.360924 -0.770923 1.587329 -0.28 -0.60 -0.23 0.188
H -4.549162 -0.610353 2.887843 -0.85 -1.18 -0.33 0.210
C -0.702229 -1.509787 1.321474 1.63 -1.54 -2.62 -0.636
C 0.353510 -1.855353 0.231693 -4.94 -1.31 5.24 -0.008
C 1.731104 -2.218495 0.846393 -2.39 -1.60 1.80 -0.084
O 1.929061 -3.535301 0.261917 2.98 0.75 0.94 -0.486
C 0.935380 -3.928589 -0.470193 -2.50 -2.51 -3.18 0.978
O 0.884416 -4.930267 -1.211039 0.55 2.82 2.55 -0.619
O -0.107066 -3.071911 -0.338150 0.73 -1.13 -0.73 -0.498
H -0.460317 -0.505136 1.668263 0.93 -3.32 -0.85 0.168
H -0.845327 -2.278835 2.080546 1.46 0.62 -0.58 0.249
H -1.675092 -1.533301 0.830472 -0.04 0.52 -0.36 0.203
H 0.502115 -1.199710 -0.626299 -4.69 -0.01 2.85 0.315
H 1.530004 -2.395565 1.902941 0.47 -0.16 0.28 0.179
H 2.526867 -1.479123 0.755879 0.18 -0.91 0.00 0.177
C -3.154587 1.448319 -1.299192 -0.55 -0.11 0.21 -0.686
C -2.660773 1.221194 -2.766786 -3.33 2.11 1.10 0.054
C -2.224497 2.579396 -3.353989 -1.19 -0.16 -0.03 -0.103
O -0.849590 2.425893 -3.635808 -0.12 -0.95 0.16 -0.473
C -0.470707 1.157118 -3.250257 5.39 2.20 -3.87 0.931
O 0.690502 0.773157 -3.386325 -3.05 0.25 -2.22 -0.604
O -1.510664 0.488652 -2.778503 -4.11 -4.05 -6.73 -0.508
H -3.511727 0.580072 -0.745390 -0.22 -0.49 -0.61 0.220
H -3.954812 2.186244 -1.242705 0.05 0.09 -0.36 0.222
H -2.301139 1.728456 -0.681715 -1.22 1.01 -0.13 0.248
H -3.474050 0.761133 -3.328054 0.37 -0.25 -0.22 0.213
H -2.450019 3.336569 -2.603050 0.59 0.30 -0.16 0.197
H -2.800222 2.798282 -4.253280 0.31 0.13 -0.14 0.197
C 4.131325 2.707439 -1.143075 -1.28 -0.35 0.67 -0.659
C 3.726135 1.426559 -1.936953 2.56 0.06 0.38 0.079
C 4.729022 0.253546 -1.659854 -0.72 1.10 0.77 -0.084
O 3.822842 -0.814391 -1.528599 -0.36 -2.16 0.03 -0.466
C 2.545878 -0.461588 -1.406649 0.39 -0.47 -1.47 1.054
O 1.625074 -1.227173 -1.050597 11.48 2.86 -11.30 -0.650
O 2.430626 0.887374 -1.564768 3.47 -1.79 -3.47 -0.491
H 3.390875 3.493620 -1.290555 0.30 0.22 -0.39 0.237
H 5.154435 3.080575 -1.189130 -0.01 -0.20 -1.22 0.242
H 4.106426 2.566885 -0.062464 -0.47 -0.72 0.21 0.220
H 3.827390 1.539613 -3.016330 -0.92 0.55 -0.01 0.209
H 5.281131 0.310336 -0.721736 -0.14 0.34 0.20 0.184
H 5.489550 0.112551 -2.427844 -0.53 -0.29 -0.32 0.210
```
Forces are in eV/Å.

Summary:
**Energy above the lowest of the compared OMol25 structures with the same formula, charge and spin**: 16.8983 eV
**Charge**: 0
**HOMO level**: -8.51 eV
**DFT total energy**: -183758.7772 eV
**Gap between HOMO and LUMO**: 8.7232 eV

***

Record 4
The following is a DFT calculation (ωB97M-V/def2-TZVPD) of 2 unconnected molecules or ions with the total composition C18H28Br3F6INO9P2S in a non-equilibrium geometry.

```
69
Properties=species:S:1:pos:R:3:forces:R:3:nbo_charge:R:1
C 3.050787 0.704365 3.303073 -0.29 0.31 -0.44 -0.613
C 1.795546 1.449586 2.833475 0.18 -0.32 0.09 -0.397
C 1.722640 1.423128 1.307434 0.19 0.16 0.49 -0.407
C 0.638013 2.311317 0.669636 -0.07 -0.16 0.14 -0.420
C -0.424794 1.750186 -0.313159 0.47 0.44 -0.18 -0.487
C -0.917088 0.313010 -0.222632 -0.69 0.45 0.76 0.022
O 0.061119 -0.688894 -0.458038 -0.41 0.11 -0.15 -0.610
C 0.971010 -0.837276 -1.520212 1.01 -0.35 -0.20 0.215
Br 2.276547 0.671050 -1.749411 -0.08 0.12 -0.03 -0.061
C 1.828889 -2.009988 -0.994685 -0.57 -0.08 0.47 -0.588
C 2.699974 -2.696611 -2.007068 -0.83 -0.49 0.46 0.579
O 3.612917 -2.263016 -2.578474 1.10 0.63 -0.76 -0.485
I 2.241184 -4.830167 -2.288130 -0.01 -0.16 0.10 -0.078
C 0.492830 -1.254063 -2.974066 -0.20 0.51 -0.33 0.704
O 0.706865 -0.474120 -3.887847 -0.07 0.56 -0.34 -0.690
O 0.058303 -2.410980 -2.993049 -0.37 -0.95 0.41 -0.760
P -1.208144 -0.007754 1.634644 1.44 -0.05 0.12 0.172
P -2.344300 1.587716 2.565915 -1.46 -0.89 0.67 2.082
O -3.369388 0.916661 3.390789 0.03 -0.09 -0.04 -1.121
O -2.952707 2.674653 1.588209 0.32 0.52 -0.10 -0.996
O -1.374191 2.486366 3.442885 0.47 0.23 -0.27 -0.981
C -2.256049 0.135017 -1.126531 0.38 -0.76 -0.70 0.407
S -3.790837 0.210916 -0.104457 -0.14 0.14 0.57 -0.087
O -2.223750 -1.051212 -1.809626 -0.06 0.24 -0.10 -0.549
C -2.319105 -2.263622 -1.088878 0.17 -1.00 -0.21 -0.120
C -3.645128 -3.011620 -1.344672 0.37 0.09 0.65 0.088
C -3.458774 -4.278457 -2.168096 -0.51 -0.04 -0.04 -0.633
O -4.187396 -3.433410 -0.082254 -0.15 -0.04 -0.06 -0.732
N -2.246323 1.187219 -2.192219 -0.34 0.27 0.71 -0.143
F -1.920676 0.679891 -3.428446 0.06 -0.20 -0.11 -0.177
C -3.321561 2.096252 -2.431751 0.37 0.74 -1.21 0.720
F -3.588156 2.846026 -1.351682 0.02 -0.42 -0.10 -0.298
F -2.854061 2.964110 -3.382817 -0.08 -0.20 0.37 -0.313
C -4.660594 1.525119 -3.065930 -0.48 0.31 0.85 0.907
F -5.684927 1.739325 -2.209383 0.10 -0.06 -0.15 -0.325
F -4.979310 2.138207 -4.198087 0.12 -0.14 -0.13 -0.297
F -4.588015 0.216889 -3.278599 0.08 -0.08 -0.19 -0.303
H 3.329593 0.980939 4.315434 0.06 -0.16 0.19 0.198
H 3.873246 0.938640 2.629806 0.13 -0.01 0.18 0.211
H 2.877496 -0.366424 3.226515 0.09 -0.17 0.17 0.202
H 1.793686 2.473283 3.207744 -0.01 0.16 -0.01 0.185
H 0.944195 0.923493 3.261067 -0.29 0.16 0.06 0.184
H 1.682572 0.382854 1.001369 -0.15 -0.06 -0.15 0.216
H 2.695956 1.785995 0.984377 0.08 -0.05 -0.27 0.208
H 0.144801 2.862570 1.469311 -0.20 -0.08 0.13 0.206
H 1.149521 3.085589 0.103496 0.03 0.10 -0.13 0.224
H -0.054711 1.910655 -1.319789 -0.01 -0.17 -0.16 0.262
H -1.292877 2.401725 -0.250308 -0.18 -0.02 0.09 0.239
H 2.465768 -1.652075 -0.188328 0.21 0.03 0.04 0.247
H 1.142750 -2.739401 -0.582501 -0.13 -0.06 -0.03 0.255
H -2.142796 -1.036689 1.737624 -0.42 0.21 -0.15 0.029
H -3.910466 2.552000 1.567373 -0.06 0.00 -0.16 0.526
H -0.923912 1.928437 4.089735 0.15 0.09 0.05 0.512
H -4.618211 -0.365692 -0.980630 0.18 0.04 -0.32 0.150
H -2.155816 -2.184736 -0.017050 -0.11 0.42 0.07 0.178
H -1.510429 -2.881884 -1.460075 0.31 0.11 -0.16 0.252
H -4.338085 -2.325377 -1.833431 -0.11 0.02 -0.12 0.154
H -3.968221 -4.195057 -3.123594 0.16 0.03 -0.23 0.212
H -2.417382 -4.530815 -2.326281 0.15 0.04 -0.10 0.228
H -3.938850 -5.096752 -1.637929 -0.01 -0.11 0.08 0.221
H -4.184313 -2.676963 0.514007 -0.04 0.10 0.00 0.467
Br 5.975948 2.044547 1.255471 0.09 0.03 -0.04 0.009
C 7.364954 1.677735 2.563334 -0.04 0.11 -0.19 -0.455
C 7.810952 0.240464 2.522205 -0.01 -0.09 0.17 -0.450
Br 6.516287 -0.947404 3.351645 0.00 0.01 -0.05 -0.006
H 6.968687 1.962823 3.532228 0.01 -0.04 0.04 0.229
H 8.190933 2.334495 2.300143 0.04 -0.02 0.01 0.225
H 8.728302 0.113669 3.092432 0.02 0.03 0.00 0.223
H 7.959096 -0.116484 1.508756 0.00 0.02 -0.04 0.234
```
Forces are in eV/Å.

Summary:
**Charge**: -1
**HOMO level**: -5.54 eV
**DFT total energy**: -302984.1455 eV
**Gap between HOMO and LUMO**: 7.4347 eV